{
  "formula": "C9H19N2O2P",
  "method": "ωB97M-V/def2-TZVPD",
  "elements": ["C", "C", "C", "C", "C", "C", "C", "C", "C", "N", "N", "O", "O", "P", "H", "H", "H", "H", "H", "H", "H", "H", "H", "H", "H", "H", "H", "H", "H", "H", "H", "H", "H"],
  "xyz": [[1.203, -2.526, 2.760], [-0.990, -0.920, 1.604], [-1.078, -1.679, 2.889], [-0.232, 0.400, 1.819], [2.165, -3.442, 3.474], [1.520, 2.044, -3.718], [-2.424, 1.699, -2.324], [0.635, 0.909, -3.165], [-1.009, 2.202, -1.889], [0.005, -2.543, 3.273], [0.006, 1.226, -1.870], [1.561, -1.740, 1.842], [0.020, 1.138, 0.597], [0.908, 0.593, -0.633], [-0.535, -1.567, 0.822], [-1.970, -0.718, 1.009], [-1.221, -0.866, 3.624], [-2.093, -2.107, 2.953], [-0.737, 1.182, 2.465], [0.730, 0.090, 2.347], [1.686, -4.394, 3.406], [2.156, -3.122, 4.467], [3.161, -3.387, 3.008], [1.896, 1.623, -4.751], [1.049, 2.972, -3.753], [2.409, 1.972, -3.020], [-2.869, 2.639, -2.720], [-2.456, 0.878, -3.015], [-2.969, 1.260, -1.563], [-0.138, 0.561, -3.826], [1.295, 0.024, -2.833], [-0.691, 3.027, -2.497], [-0.994, 2.574, -0.781]],
  "orbital_gap_ev": [6.50, 6.47],
  "fmax_ev_per_a": 4.91,
  "total_charge": 0,
  "e_above_lowest_kj_mol": 0.0,
  "s2": 2.028,
  "multiplicity": 3,
  "energy_ha": -955.5089
}


{
  "formula": "C9H19N3O2S",
  "method": "ωB97M-V/def2-TZVPD",
  "elements": ["C", "H", "H", "H", "C", "C", "H", "H", "H", "H", "C", "N", "C", "S", "N", "N", "C", "O", "C", "H", "H", "C", "C", "H", "H", "H", "H", "O", "H", "H", "H", "H", "H", "H"],
  "xyz": [[-0.260, 2.615, -1.953], [-0.719, 1.629, -1.962], [-1.054, 3.359, -1.954], [0.318, 2.731, -2.868], [0.639, 2.803, -0.734], [1.268, 4.194, -0.744], [1.896, 4.317, -1.623], [1.881, 4.344, 0.141], [0.496, 4.959, -0.762], [0.034, 2.696, 0.174], [1.745, 1.740, -0.694], [1.195, 0.429, -0.463], [1.657, -0.424, 0.453], [2.950, -0.164, 1.447], [1.019, -1.644, 0.543], [-0.358, -1.846, 0.384], [-1.054, -1.631, -0.753], [-0.571, -1.242, -1.801], [-2.538, -1.926, -0.596], [-2.668, -3.004, -0.467], [-3.029, -1.631, -1.523], [-3.180, -1.182, 0.590], [-2.862, 0.309, 0.564], [-1.795, 0.474, 0.683], [-3.378, 0.808, 1.380], [-3.185, 0.741, -0.379], [-4.270, -1.314, 0.526], [-2.720, -1.705, 1.830], [-3.130, -2.561, 1.992], [-0.906, -1.921, 1.244], [1.424, -2.251, 1.246], [0.588, 0.045, -1.186], [2.442, 1.950, 0.120], [2.300, 1.750, -1.639]],
  "orbital_gap_ev": 8.32,
  "smiles": "CC(C)CNC(=S)NNC(=O)C[C@H](C)O",
  "fmax_ev_per_a": 0.67,
  "total_charge": 0,
  "e_above_lowest_kj_mol": 0.5,
  "energy_ha": -1067.2794
}


{
  "formula": "C9H19N3S",
  "method": "ωB97M-V/def2-TZVPD",
  "elements": ["S", "C", "N", "N", "N", "C", "C", "C", "C", "C", "C", "C", "C", "H", "H", "H", "H", "H", "H", "H", "H", "H", "H", "H", "H", "H", "H", "H", "H", "H", "H", "H"],
  "xyz": [[2.491, 1.392, 0.307], [1.605, -0.003, 0.570], [2.198, -1.266, 0.604], [0.214, 0.043, 0.686], [-2.519, 1.354, -0.748], [-1.684, 1.010, -1.949], [-3.180, 2.705, -0.808], [4.092, -2.834, 0.120], [3.599, -1.409, 0.202], [-0.689, -1.137, 0.829], [-0.517, 1.322, 0.783], [-2.093, -0.554, 0.784], [-1.971, 0.938, 0.588], [1.589, -2.013, 0.244], [-2.231, 1.032, -2.902], [-1.288, 0.006, -1.857], [-0.846, 1.681, -2.118], [-3.804, 2.789, 0.078], [-2.424, 3.491, -0.721], [-3.759, 2.804, -1.707], [4.049, -3.308, 1.106], [3.426, -3.389, -0.560], [5.103, -2.886, -0.255], [4.224, -0.928, 0.947], [3.715, -0.921, -0.749], [-0.569, -1.798, -0.037], [-0.439, -1.661, 1.753], [-0.137, 2.064, 0.056], [-0.401, 1.775, 1.773], [-2.594, -0.777, 1.711], [-2.607, -0.994, -0.063], [-2.554, 1.472, 1.335]],
  "orbital_gap_ev": 8.59,
  "smiles": "CCNC(=S)N1CC[C@H](N(C)C)C1",
  "fmax_ev_per_a": 2.60,
  "total_charge": 0,
  "e_above_lowest_kj_mol": 0.0,
  "energy_ha": -916.7591
}


{
  "formula": "C9H19NO3S",
  "method": "ωB97M-V/def2-TZVPD",
  "elements": ["C", "C", "C", "C", "C", "C", "C", "C", "C", "N", "O", "O", "O", "S", "H", "H", "H", "H", "H", "H", "H", "H", "H", "H", "H", "H", "H", "H", "H", "H", "H", "H", "H"],
  "xyz": [[-3.731, 4.737, -3.166], [3.787, -3.534, 3.027], [2.445, -3.393, 2.319], [2.346, -2.077, 1.550], [0.988, -1.900, 0.870], [0.851, -0.513, 0.247], [-0.489, -0.313, -0.459], [-0.744, 1.170, -0.741], [-2.052, 1.393, -1.469], [-3.118, 3.628, -3.087], [-2.779, 2.787, -3.921], [-1.481, 3.976, -0.857], [-3.763, 3.192, -0.406], [-2.576, 3.123, -1.206], [-3.898, 5.270, -2.250], [-4.070, 5.125, -4.114], [4.604, -3.492, 2.310], [3.925, -2.733, 3.750], [3.844, -4.483, 3.556], [1.641, -3.439, 3.056], [2.306, -4.227, 1.627], [3.136, -2.036, 0.797], [2.507, -1.246, 2.241], [0.198, -2.036, 1.612], [0.858, -2.666, 0.103], [0.950, 0.234, 1.037], [1.664, -0.350, -0.464], [-0.508, -0.875, -1.394], [-1.292, -0.696, 0.175], [-0.774, 1.710, 0.208], [0.076, 1.584, -1.327], [-2.873, 0.802, -1.075], [-1.977, 1.277, -2.548]],
  "orbital_gap_ev": 10.24,
  "smiles": "C=[N+]([O-])S(=O)(=O)CCCCCCCC",
  "fmax_ev_per_a": 2.38,
  "total_charge": 0,
  "e_above_lowest_kj_mol": 10.5,
  "energy_ha": -1032.8769
}


{
  "formula": "C9H19NO3S",
  "method": "ωB97M-V/def2-TZVPD",
  "elements": ["C", "C", "C", "C", "C", "C", "C", "C", "C", "N", "O", "O", "O", "S", "H", "H", "H", "H", "H", "H", "H", "H", "H", "H", "H", "H", "H", "H", "H", "H", "H", "H", "H"],
  "xyz": [[0.140, 0.935, 0.716], [1.360, 0.104, 0.872], [-1.147, 0.086, 0.714], [3.067, -1.372, -0.207], [3.584, 1.098, 0.073], [-2.825, 1.798, 0.216], [-3.284, -0.632, -0.422], [2.444, 0.070, -0.180], [-2.234, 0.576, -0.270], [-0.959, -2.557, 1.087], [-0.412, -1.657, -1.322], [1.800, 0.339, -1.442], [-1.642, 0.807, -1.584], [-0.372, -1.523, 0.160], [0.092, 1.610, 1.524], [0.100, 1.520, -0.330], [1.518, -0.005, 1.898], [-1.526, -0.248, 1.772], [3.802, -1.678, 0.480], [3.535, -1.366, -1.152], [2.282, -2.078, -0.117], [4.090, 1.110, -0.813], [2.863, 1.926, 0.377], [4.197, 0.774, 0.841], [-3.112, 1.732, 1.202], [-3.675, 2.422, -0.292], [-2.076, 2.550, 0.150], [-4.067, -0.179, -0.947], [-2.890, -1.393, -1.053], [-3.740, -0.918, 0.595], [-1.104, -3.409, 0.674], [1.258, -0.443, -1.564], [-1.066, -0.001, -1.654]],
  "orbital_gap_ev": [7.79, 7.79],
  "fmax_ev_per_a": 5.57,
  "total_charge": 0,
  "e_above_lowest_kj_mol": 213.5,
  "energy_ha": -1032.7996
}


{
  "formula": "C9H20BIO3",
  "method": "ωB97M-V/def2-TZVPD",
  "elements": ["O", "C", "O", "C", "C", "B", "C", "C", "C", "I", "H", "H", "H", "H", "H", "H", "H", "H", "H", "H", "H", "H", "C", "C", "C", "O", "H", "H", "H", "H", "H", "H", "H", "H"],
  "xyz": [[2.092, 0.716, 1.274], [2.203, 1.793, 0.790], [2.586, 2.018, -0.489], [1.717, 1.535, -1.544], [0.969, 2.686, -2.221], [0.379, 3.705, -1.171], [-0.818, 3.385, -0.208], [-2.101, 2.822, -0.858], [-2.059, 1.344, -1.215], [-1.753, 0.068, 0.472], [1.997, 2.725, 1.338], [1.035, 0.784, -1.133], [2.362, 1.029, -2.263], [0.187, 2.228, -2.840], [1.648, 3.198, -2.908], [0.910, 4.774, -1.078], [-0.486, 2.642, 0.537], [-1.073, 4.278, 0.368], [-2.333, 3.370, -1.781], [-2.944, 2.994, -0.183], [-1.247, 1.105, -1.896], [-2.991, 1.015, -1.670], [-0.367, -5.107, 2.435], [-0.510, -3.985, 1.421], [0.682, -3.907, 0.481], [-0.716, -2.734, 2.073], [0.519, -4.943, 3.056], [-1.238, -5.144, 3.089], [-0.259, -6.073, 1.941], [-1.420, -4.139, 0.837], [1.597, -3.706, 1.047], [0.547, -3.099, -0.237], [0.818, -4.843, -0.063], [0.068, -2.535, 2.598]],
  "orbital_gap_ev": 9.53,
  "smiles": "O=COCCBCCCI.CC(C)O",
  "fmax_ev_per_a": 0.72,
  "total_charge": 0,
  "energy_ha": -903.1490
}


{
  "formula": "C9H20BN2O7",
  "method": "ωB97M-V/def2-TZVPD",
  "elements": ["C", "O", "C", "C", "C", "C", "C", "B", "C", "O", "O", "H", "H", "H", "H", "H", "H", "H", "H", "H", "H", "H", "H", "H", "H", "C", "N", "O", "O", "H", "H", "H", "C", "N", "O", "O", "H", "H", "H"],
  "xyz": [[-0.691, 2.376, -2.946], [-1.415, 1.456, -2.157], [-0.690, 1.050, -1.001], [-0.564, 2.164, 0.027], [-0.104, 1.587, 1.374], [-0.151, 2.674, 2.471], [1.093, 2.677, 3.385], [2.014, 3.952, 3.264], [2.088, 4.895, 2.003], [3.266, 5.033, 1.550], [1.035, 5.415, 1.511], [-0.973, 2.213, -3.980], [-0.898, 3.405, -2.658], [0.381, 2.213, -2.848], [-1.235, 0.222, -0.562], [0.307, 0.685, -1.264], [0.165, 2.918, -0.253], [-1.543, 2.600, 0.187], [0.877, 1.126, 1.308], [-0.825, 0.816, 1.634], [-1.009, 2.431, 3.095], [-0.346, 3.648, 2.040], [1.662, 1.756, 3.263], [0.752, 2.644, 4.423], [2.743, 4.199, 4.188], [-2.180, -3.818, -0.263], [-1.525, -2.482, -0.298], [-0.723, -2.280, -1.185], [-1.835, -1.691, 0.567], [-1.793, -4.400, -1.095], [-1.930, -4.276, 0.689], [-3.251, -3.660, -0.347], [1.486, -5.911, -2.786], [0.475, -5.970, -1.697], [-0.695, -5.863, -2.002], [0.888, -6.113, -0.570], [0.967, -5.776, -3.727], [2.140, -5.071, -2.573], [2.036, -6.846, -2.767]],
  "orbital_gap_ev": 4.87,
  "fmax_ev_per_a": 1.19,
  "total_charge": -1,
  "energy_ha": -1015.7820
}


{
  "formula": "C9H20Br2Cl2CsFILi3N2NaO14SSi2",
  "method": "ωB97M-V/def2-TZVPD",
  "elements": ["C", "Si", "I", "O", "Si", "O", "C", "C", "O", "O", "S", "O", "O", "F", "H", "H", "H", "H", "H", "H", "H", "H", "O", "C", "C", "O", "H", "H", "H", "H", "Cl", "C", "C", "Cl", "H", "H", "H", "H", "Li", "Li", "N", "O", "O", "O", "Li", "Na", "N", "O", "O", "O", "Br", "C", "C", "Br", "H", "H", "H", "H", "Cs"],
  "xyz": [[-2.423, 3.229, -2.054], [-1.230, 1.829, -2.370], [0.304, 2.574, -4.064], [-0.341, 1.592, -0.999], [-0.239, 0.171, -0.166], [0.089, -1.159, -0.972], [1.261, 0.386, 0.979], [2.381, 0.382, 0.005], [2.740, 1.355, -0.594], [2.951, -0.814, -0.299], [-2.474, 0.146, -3.101], [-3.382, 0.818, -3.959], [-1.665, -0.804, -3.752], [-3.321, -0.476, -1.931], [-2.441, 3.867, -2.923], [-3.407, 2.795, -1.908], [-2.137, 3.776, -1.165], [-1.442, -0.039, 0.652], [-0.760, -1.616, -0.807], [1.353, -0.463, 1.641], [1.276, 1.338, 1.492], [3.435, -1.125, 0.471], [-1.228, -0.653, 2.902], [-2.141, -0.582, 3.701], [-3.265, -2.074, 3.501], [-4.145, -1.893, 4.323], [-2.811, 0.292, 3.621], [-1.872, -0.576, 4.771], [-2.540, -2.904, 3.624], [-3.496, -2.024, 2.414], [5.820, 4.745, -0.142], [6.363, 3.424, -1.209], [5.939, 2.078, -0.691], [6.852, 1.764, 0.814], [7.465, 3.499, -1.267], [5.930, 3.601, -2.193], [6.178, 1.279, -1.390], [4.866, 2.030, -0.489], [9.202, 3.571, -2.279], [7.069, 3.973, 2.071], [-1.491, -3.651, 0.608], [-0.434, -3.271, 1.120], [-2.090, -2.988, -0.247], [-1.960, -4.768, 0.989], [10.130, 5.235, -0.406], [9.628, 2.772, 1.324], [-0.003, 0.224, -6.959], [-0.592, -0.536, -7.728], [0.960, -0.182, -6.281], [-0.362, 1.417, -6.854], [-6.219, -6.188, 4.078], [-5.913, -4.274, 3.888], [-5.689, -3.884, 2.451], [-3.814, -4.389, 1.807], [-5.069, -4.030, 4.526], [-6.812, -3.807, 4.291], [-5.748, -2.799, 2.341], [-6.391, -4.354, 1.769], [-2.844, 2.159, 3.025]],
  "orbital_gap_ev": 1.17,
  "fmax_ev_per_a": 4.76,
  "total_charge": 1,
  "energy_ha": -9165.2789
}